A cluster of 7 separate species, C38H66F5N7O3P in total, computed with the ωB97M-V functional and the def2-TZVPD basis.

Summary:
calculated total energy: -79925.62080 eV
2S+1: 1
Kohn-Sham gap: 5.82 eV
HOMO level: -4.0 eV
charge: -1

Element x y z (Å)
C 2.3559 3.3733 0.3456
C 1.4514 4.5942 0.6436
C 0.4981 4.7803 -0.5573
C -0.9021 4.1788 -0.3203
C -0.8789 2.7756 0.3201
C -2.1662 2.4511 1.1300
C -3.3186 2.0734 0.1570
N -3.9663 0.8001 0.4427
C -4.5651 0.7408 1.7555
C -5.6584 1.8170 1.9899
C -7.0344 1.4116 1.4185
C -7.4277 2.0877 0.1096
F -8.4766 1.4187 -0.4605
F -6.3858 2.0447 -0.7386
C -7.9111 3.5451 0.2899
F -8.4259 4.0064 -0.8694
F -8.8661 3.6353 1.2268
F -6.9087 4.3793 0.6060
C -3.0646 -0.3255 0.1663
P -3.8430 -1.3309 -1.2391
O -5.2205 -0.7935 -1.5215
C -2.6638 -1.1928 1.3941
O -3.0756 -2.3818 1.3939
O -1.9462 -0.7075 2.3037
H 3.2481 3.6573 -0.2254
H 1.7997 2.6833 -0.2976
H 2.6382 2.8383 1.2431
H 2.0683 5.4705 0.8539
H 0.8563 4.3080 1.5112
H 0.9639 4.4305 -1.4780
H 0.3648 5.8607 -0.7080
H -1.5654 4.8619 0.2229
H -1.3711 4.0730 -1.3106
H -0.0432 2.6313 1.0046
H -0.7765 2.0275 -0.4681
H -1.9093 1.6497 1.8259
H -2.4021 3.3909 1.6475
H -2.8748 1.9752 -0.8405
H -4.0330 2.8975 0.0556
H -5.0737 -0.2144 1.9126
H -3.8430 0.8862 2.5737
H -5.3361 2.8164 1.6991
H -5.7728 1.8398 3.0802
H -7.8107 1.6565 2.1524
H -7.0979 0.3300 1.2807
H -2.1358 0.0734 -0.2307
H -3.0973 -1.0700 -2.3943
H -3.9656 -2.6664 -0.8862
C 2.5715 -1.0701 3.2280
C 2.6576 -0.3669 4.5790
C 1.4790 0.5820 4.8140
C 1.4389 1.6230 3.7870
N 1.4067 2.4082 2.9546
H 2.6152 -0.3585 2.4031
H 3.4046 -1.7633 3.1026
H 1.6431 -1.6376 3.1415
H 3.5991 0.1848 4.6382
H 2.6745 -1.1129 5.3768
H 1.5595 1.0588 5.7918
H 0.5374 0.0300 4.7825
C 2.3183 -0.1744 -3.7072
C 1.3548 0.6017 -4.5990
C 0.4494 1.5516 -3.8084
C -0.3700 0.8034 -2.8518
N -1.0004 0.2203 -2.0937
H 1.7834 -0.8168 -3.0062
H 2.9632 -0.8154 -4.3101
H 2.9548 0.5021 -3.1340
H 0.7417 -0.1041 -5.1639
H 1.9267 1.1829 -5.3257
H -0.2125 2.0956 -4.4832
H 1.0472 2.2831 -3.2601
C 0.5909 -5.0474 -2.9838
C -0.5998 -5.9524 -2.6861
C -1.9192 -5.4002 -3.2357
C -2.2133 -4.0976 -2.6333
N -2.4420 -3.0824 -2.1517
H 0.4780 -4.0715 -2.5099
H 1.5115 -5.4907 -2.6017
H 0.7096 -4.8956 -4.0591
H -0.6828 -6.0903 -1.6065
H -0.4208 -6.9377 -3.1231
H -2.7385 -6.0847 -3.0114
H -1.8636 -5.2835 -4.3196
C -0.2671 9.2161 -1.8710
C 1.1654 9.6236 -2.1978
C 1.7455 8.8526 -3.3889
C 1.7684 7.4142 -3.1063
N 1.7863 6.2949 -2.8651
H -0.3277 8.1664 -1.5795
H -0.6504 9.8070 -1.0390
H -0.9252 9.3724 -2.7283
H 1.7922 9.4644 -1.3183
H 1.1932 10.6921 -2.4222
H 2.7637 9.1838 -3.5954
H 1.1461 9.0250 -4.2844
C 6.4226 -5.4492 0.6425
C 6.5217 -4.7292 1.9822
C 5.3827 -3.7321 2.2039
C 5.3841 -2.6905 1.1711
N 5.3866 -1.8804 0.3615
H 6.5004 -4.7523 -0.1936
H 7.2315 -6.1732 0.5391
H 5.4750 -5.9860 0.5558
H 7.4835 -4.2147 2.0390
H 6.5035 -5.4663 2.7862
H 5.4817 -3.2530 3.1784
H 4.4209 -4.2472 2.1772
C 3.1106 -9.0493 0.8417
C 2.0298 -8.7053 1.8607
C 2.2221 -7.3203 2.4878
C 3.5054 -7.2467 3.1964
N 4.5079 -7.1893 3.7485
H 4.0983 -9.0886 1.3040
H 2.9192 -10.0273 0.3995
H 3.1382 -8.3134 0.0355
H 2.0221 -9.4648 2.6449
H 1.0539 -8.7378 1.3738
H 1.4216 -7.1103 3.1972
H 2.2017 -6.5466 1.7184


A structure of composition C37H38As2BrN3O9PPd, computed with the ωB97M-V functional and the def2-TZVPD basis.

Summary:
calculated total energy: -266370.95796 eV
2S+1: 1
energy above the lowest of the compared OMol25 structures with the same formula, charge and spin: 0.0 kcal per mole
Kohn-Sham gap: 6.15 eV
HOMO level: -4.3 eV
charge: -1

Element x y z (Å)
Pd -0.2470 -1.3015 -0.6232
Br 8.1889 -3.0598 3.2525
C 7.5200 -1.3993 2.5833
C 8.1465 -0.8017 1.5015
C 7.6493 0.3809 1.0048
C 6.5029 0.9745 1.5587
C 5.8853 0.3384 2.6507
C 6.4029 -0.8286 3.1704
N 6.1669 2.2496 1.1956
N 5.0343 2.7495 1.0420
C 3.8755 2.0994 0.7742
C 2.7153 2.7317 1.2491
C 1.4763 2.1608 1.1491
C 1.2694 0.9345 0.4762
O 0.1006 0.4249 0.4384
C 2.4278 0.3426 -0.1743
N 2.2218 -0.7369 -0.9525
C 3.2442 -1.3327 -1.5217
C 4.5445 -0.8287 -1.4553
C 4.7682 0.3196 -0.7375
C 3.7225 0.9048 -0.0024
H 9.0115 -1.2665 1.0510
H 8.1202 0.8602 0.1588
H 5.0050 0.7841 3.0911
H 5.9328 -1.3077 4.0153
H 2.8490 3.6581 1.7911
H 0.6163 2.6211 1.6132
H 3.0244 -2.2306 -2.0863
H 5.3485 -1.3131 -1.9905
H 5.7376 0.7920 -0.7597
C -2.3968 0.2332 -3.4742
P -1.4437 0.2638 -1.8830
C -2.8711 0.5786 -0.7568
C -0.6885 1.9209 -2.0303
C 0.1817 2.1485 -3.0929
C 0.8005 3.3750 -3.2471
C 0.5748 4.3843 -2.3265
C -0.2639 4.1557 -1.2492
C -0.8913 2.9316 -1.0988
H -1.7203 0.1820 -4.3236
H -3.0169 1.1261 -3.5567
H -3.0254 -0.6557 -3.4795
H -3.3488 1.5329 -0.9790
H -2.5283 0.5540 0.2822
H -3.5947 -0.2258 -0.9043
H 0.3700 1.3517 -3.8012
H 1.4652 3.5434 -4.0824
H 1.0600 5.3423 -2.4424
H -0.4285 4.9341 -0.5187
H -1.5283 2.7603 -0.2453
C 3.6363 -2.4302 2.1259
O 2.4492 -2.8584 1.4999
C 1.3769 -2.0307 1.6858
O 1.4536 -1.0641 2.4403
C 0.2019 -2.4654 0.9878
C 0.1146 -3.8663 0.5626
As 0.5478 -5.1490 1.9137
C -0.9384 -6.4566 1.7260
C -0.3860 -4.2649 3.4640
C -1.2016 -3.2028 3.3516
As -1.3839 -1.8078 1.9352
C -2.7626 -2.7887 0.8980
C -2.2109 -2.7950 4.3540
O -3.3664 -3.1288 4.2160
O -1.9030 -1.8087 5.2220
C -0.5477 -1.4165 5.3388
C -0.4514 -4.8811 4.8172
O -1.3546 -4.6254 5.5854
O 0.4969 -5.7143 5.3079
C 1.7366 -5.9685 4.6925
C -0.2736 -4.0619 -0.7167
O -0.4804 -3.1106 -1.5744
O -0.4888 -5.3593 -1.1592
C -0.9853 -5.4577 -2.4688
H 4.3545 -3.2392 2.0300
H 3.4441 -2.2041 3.1780
H 4.0189 -1.5280 1.6413
H -0.7552 -7.0658 0.8432
H -1.8987 -5.9564 1.6291
H -0.9685 -7.1009 2.6060
H -2.4268 -3.8075 0.6985
H -2.9234 -2.2888 -0.0646
H -3.6915 -2.8240 1.4664
H -0.5456 -0.5279 5.9677
H -0.1021 -1.1678 4.3653
H 0.0403 -2.2060 5.8160
H 2.4048 -6.2937 5.4912
H 2.1489 -5.0747 4.2157
H 1.6486 -6.7658 3.9444
H -1.0819 -6.5234 -2.6783
H -0.3076 -4.9862 -3.1903
H -1.9653 -4.9724 -2.5545


A structure of composition C8H10O, computed with the ωB97M-V functional and the def2-TZVPD basis.

Summary:
calculated total energy: -10495.82507 eV
2S+1: 1
energy above the lowest of the compared OMol25 structures with the same formula, charge and spin: 225.5 kcal per mole
Kohn-Sham gap: 10.33 eV
HOMO level: -9.4 eV
charge: 0

Element x y z (Å)
C 1.6909 1.4286 -0.3516
C 0.3962 0.6090 -0.1374
C 0.1255 -0.0355 1.3037
C -0.1120 -1.4496 0.6023
C 0.4481 -0.7242 -0.9861
C -0.9432 -1.2209 -0.6829
C -1.9800 -0.1903 -0.4758
C -2.8107 0.6952 -0.0569
H 1.8639 1.9710 0.6826
H 1.4444 2.4667 -1.2836
H 2.8790 1.0106 -0.5540
H -0.5840 1.3005 -0.2767
H 1.2647 -0.4220 1.6445
H -0.4759 0.3828 2.3207
H -0.6412 -2.4322 1.1934
H 0.8885 -1.0656 -2.0271
H -1.0500 -2.1149 -1.2854
H -3.6647 1.4585 0.4029
O 1.2604 -1.6677 -0.0326


A structure of composition C15H17AlBClF5I2N3O3S, computed with the ωB97M-V functional and the def2-TZVPD basis.

Summary:
calculated total energy: -86863.49024 eV
2S+1: 1
Kohn-Sham gap: 6.49 eV
HOMO level: -9.4 eV
charge: 0

Element x y z (Å)
C -0.2160 -3.7921 1.5251
C -0.6304 -3.5511 -0.0274
O 0.5344 -3.4058 -0.9021
B 0.7712 -2.0099 -1.2226
O 0.8987 -1.6770 -2.6091
C 0.8775 -0.9314 0.0007
C 2.1340 -1.0317 0.9295
C 3.3252 -2.0870 0.7325
C 4.3856 -1.5905 -0.3760
O 4.1259 -0.5968 -1.0894
Cl 6.0231 -2.4157 -0.6080
C 2.2416 -0.0446 2.1066
F 3.3766 -0.0948 2.9729
N 1.2166 0.9614 2.3841
N 1.4700 1.7752 3.4924
C 0.8668 1.3310 4.5625
S 0.1240 0.9039 5.9618
C 0.0360 1.1150 1.5307
C -1.0593 2.2680 1.8456
N -0.3860 3.5826 2.0207
C -1.3547 4.7012 2.2028
C -0.2042 0.1847 0.2858
C -1.4435 0.3037 -0.6881
I -1.1084 1.0458 -2.7371
C -2.7825 -0.0553 -0.3770
C -4.0165 0.0517 -1.4196
I -3.2620 -0.8283 1.5980
H -1.1458 -3.8007 2.2105
H 0.4870 -2.9768 1.9067
H 0.2969 -4.8199 1.6501
H -1.1923 -4.5041 -0.3626
H -1.3240 -2.6437 -0.0572
H 0.8531 -2.4902 -3.1691
H 3.9178 -2.1250 1.7254
H 2.9568 -3.1298 0.4364
H -1.9083 2.2629 1.0774
H -1.5100 1.9676 2.8696
H 0.3000 3.7696 1.2752
H -0.7699 5.6772 1.9965
H -2.2665 4.6420 1.5146
H -1.6540 4.7523 3.3144
H -3.9213 -0.7679 -2.2293
H -5.0319 -0.0657 -0.8991
H -4.0379 1.0505 -1.9754
F 1.4449 0.9339 -6.1625
Al -0.0028 1.8289 -6.6629
F -1.2033 0.6975 -7.3155
F 0.4310 3.0184 -7.9034
F -0.6911 2.6671 -5.2527


A cluster of 2 separate species, C3H8NO in total, computed with the ωB97M-V functional and the def2-TZVPD basis.

Summary:
calculated total energy: -6769.32105 eV
2S+1: 1
energy above the lowest of the compared OMol25 structures with the same formula, charge and spin: 42.6 kcal per mole
Kohn-Sham gap: 7.25 eV
HOMO level: -13.0 eV
charge: +1

Element x y z (Å)
C 0.4373 -1.1721 0.9525
C 0.6447 0.0799 1.4071
O 0.5915 0.4144 2.7427
H 0.3897 -1.3861 -0.1458
H 0.3382 -2.0117 1.6387
H 0.8671 0.8990 0.7315
H 0.8651 1.3573 2.8522
C -0.7742 0.6821 -1.1956
N -0.6866 -0.0491 -2.2349
H -1.2674 0.3377 -0.2912
H -0.2804 1.6532 -1.1775
H -0.1984 0.2685 -3.0857
H -0.9266 -1.0730 -2.1941


A structure of composition C54H42N11O4S2SeSiTl, computed with the ωB97M-V functional and the def2-TZVPD basis.

Summary:
calculated total energy: -180848.19212 eV
2S+1: 1
energy above the lowest of the compared OMol25 structures with the same formula, charge and spin: 54.7 kcal per mole
Kohn-Sham gap (spin up / spin down): 4.67 / 4.98 eV
HOMO level (spin up / spin down): -1.4 / -1.7 eV
charge: -2

Element x y z (Å)
Tl 0.1249 1.1857 0.7405
C -1.2246 -5.0645 3.5608
C -1.1191 -4.3938 4.7805
C -0.7708 -3.0283 4.8235
C -0.6092 -2.3373 3.6313
C -0.3068 -0.9306 3.3320
N -0.2173 -0.7561 1.9806
C -0.4746 -2.0089 1.3233
N -1.4309 -1.9960 0.1074
C -2.4335 -1.1580 -0.2694
C -3.3792 -1.3901 -1.3501
C -3.8615 -2.5133 -1.9800
C -4.8636 -2.3865 -2.9472
C -5.3705 -1.1353 -3.2928
C -4.8885 -0.0004 -2.6178
C -3.9339 -0.1154 -1.6399
C -3.3345 0.8153 -0.6992
N -3.4180 2.1407 -0.8586
C -2.7599 3.0667 -0.1731
N -2.0190 2.8692 0.9573
C -1.6614 4.0807 1.4426
N -1.0804 4.3278 2.6161
C -0.6778 3.3235 3.3702
N -0.6573 1.9782 3.0504
C -0.3324 1.2813 4.1602
N -0.2679 -0.0443 4.3213
C -0.0842 2.1869 5.3133
C 0.2471 2.0124 6.6736
C 0.2729 3.1454 7.4940
C 0.1902 4.4137 6.9398
C -0.0816 4.6141 5.6024
C -0.2774 3.4944 4.7788
C -2.0696 5.1480 0.5341
C -1.8863 6.5269 0.5358
C -2.5219 7.2944 -0.4449
C -3.2343 6.6921 -1.4564
C -3.3409 5.2832 -1.5142
C -2.7971 4.4975 -0.5052
N -2.5778 0.1162 0.2153
C -0.7990 -3.0058 2.4120
C -1.0612 -4.3671 2.3636
H -1.4375 -6.1334 3.5266
H -1.2517 -4.9404 5.7040
H -0.6620 -2.5203 5.7482
H -3.5114 -3.4977 -1.6748
H -5.1985 -3.3099 -3.4153
H -6.1442 -1.0157 -4.0547
H -5.2916 0.9870 -2.8043
H 0.4383 1.0091 7.0186
H 0.3740 3.0319 8.5804
H 0.2753 5.2985 7.5749
H -0.1509 5.5969 5.1766
H -1.2643 6.9698 1.3051
H -2.4389 8.3631 -0.3909
H -3.6644 7.2785 -2.2655
H -3.8813 4.8778 -2.3556
H -1.1267 -4.9095 1.4248
C 5.0271 1.7249 -5.0851
C 4.3633 1.1082 -3.7983
C 4.7543 1.7507 -2.5542
C 4.6248 1.3129 -1.2307
C 3.5678 0.5626 -0.6749
C 2.4407 0.0243 -1.2589
C 1.8030 0.3574 -2.5206
S 3.5205 0.3640 1.1628
O 2.9451 -0.9573 1.4533
O 4.8416 0.7235 1.6994
N 2.4167 1.4201 1.6554
C 2.7632 2.7740 1.9772
C 2.0004 3.7574 1.0495
O 2.5323 4.8633 0.8602
O 0.8602 3.3853 0.4829
H 4.9436 2.8252 -5.0753
H 4.4794 1.3260 -5.9580
H 6.0928 1.4208 -5.2176
H 5.3003 2.7191 -2.6678
H 5.4069 1.6107 -0.5457
H 1.9630 -0.7798 -0.6685
H 1.6590 -0.5583 -3.1302
H 3.8647 2.9339 1.9021
H 2.3329 3.0196 2.9848
S 0.6277 -6.4677 -1.9843
C 0.5150 -4.8721 -1.1859
C -0.4722 -3.9631 -1.4062
C -0.3849 -2.6145 -0.7706
N 0.5726 -2.5520 0.3407
C 1.5719 -3.4762 0.4945
C 1.5757 -4.6256 -0.2752
C -0.8771 -7.1669 -1.3361
C -1.9814 -7.3300 -2.1792
C -3.1763 -7.7700 -1.5998
N -3.3142 -8.0450 -0.3013
C -2.2498 -7.8917 0.4651
C -1.0042 -7.4799 0.0166
H -1.2838 -4.1392 -2.1218
H -0.1658 -1.7966 -1.4717
H 2.2812 -3.2929 1.2824
H 2.3724 -5.3385 -0.1982
H -1.9088 -7.1622 -3.2584
H -4.0677 -7.8953 -2.2048
H -2.3884 -8.1467 1.5090
H -0.1793 -7.3866 0.6953
C 2.1543 3.4529 -3.0295
Si 2.5007 1.7151 -3.6319
C 1.7686 1.4813 -5.3298
C 4.4493 -0.4092 -3.8734
Se -0.0216 1.1247 -2.2213
H 3.0364 4.1106 -3.0874
H 1.7807 3.4654 -1.9722
H 1.3516 3.8864 -3.6590
H 2.1702 2.2531 -6.0520
H 0.6628 1.5968 -5.2975
H 1.9972 0.4759 -5.7899
H 4.0036 -0.7281 -4.8453
H 3.9980 -0.9514 -3.0324
H 5.5067 -0.6971 -3.9400


A cluster of 3 separate species, C3H11ClN3 in total, computed with the ωB97M-V functional and the def2-TZVPD basis.

Summary:
calculated total energy: -20271.57036 eV
2S+1: 1
energy above the lowest of the compared OMol25 structures with the same formula, charge and spin: 124.2 kcal per mole
Kohn-Sham gap: 8.03 eV
HOMO level: -11.8 eV
charge: +1

Element x y z (Å)
C -1.8773 1.3758 0.4007
C -1.4705 -0.0362 0.8331
C 1.1512 0.1056 -1.3641
N 2.2091 -0.5976 -1.0518
N -0.4762 -0.8034 0.3367
N -1.8081 -1.2983 0.1746
Cl 4.2831 0.1575 1.4510
H -1.4601 1.4394 -0.6919
H -2.8602 1.6547 0.4031
H -1.2555 2.1464 0.9205
H -1.5575 -0.2699 1.8641
H 1.0226 0.9279 -0.6898
H 2.4842 -1.2777 -1.7485
H 2.8467 -0.4104 -0.2138
H 0.4305 -0.0311 -2.2275
H 5.3937 -0.1648 2.0099
H -2.2263 -1.2069 -0.6924
H -2.1009 -2.0851 0.7140


A cluster of 3 separate species, C20H41F2N4O2 in total, computed with the ωB97M-V functional and the def2-TZVPD basis.

Summary:
calculated total energy: -36882.98535 eV
2S+1: 1
Kohn-Sham gap: 4.49 eV
HOMO level: -9.7 eV
charge: +1

Element x y z (Å)
C 0.6008 -0.4997 0.6404
C 0.4984 -1.3274 -0.7340
O 0.9137 -2.7463 -0.5904
C 1.5312 -3.1704 -1.7646
C 2.9315 -3.8280 -1.8882
O 3.5980 -4.0265 -0.6282
N 3.6623 -4.2579 -2.9879
N 3.0761 -4.1364 -4.1753
C 1.7759 -3.5946 -4.2846
C 1.1656 -3.5543 -5.7880
C 1.5525 -2.1504 -6.4558
F 1.0193 -1.1192 -5.6147
C 0.8630 -3.0397 -3.1899
F -0.4072 -2.4856 -3.3769
H -0.4209 -0.4752 1.1731
H 0.8559 0.5829 0.3360
H 1.3604 -0.9154 1.3815
H 1.0811 -0.7921 -1.5517
H -0.6060 -1.3755 -1.0633
H 3.2994 -4.9323 -0.3547
H 3.6002 -4.4528 -5.0141
H 0.0429 -3.7250 -5.6903
H 1.6064 -4.4345 -6.3747
H 1.0658 -2.0858 -7.4834
H 2.6867 -2.0980 -6.5225
C -3.8876 -2.4283 0.9571
C -4.4100 -1.1041 1.5002
N -4.3456 -0.0120 0.5355
C -4.5576 1.3050 1.1348
C -5.9245 1.5888 1.7541
C -5.0231 -0.2368 -0.7385
C -6.5131 -0.5693 -0.7017
H -2.8745 -2.3202 0.5582
H -3.8548 -3.1715 1.7580
H -4.5310 -2.8278 0.1693
H -3.7877 -0.8466 2.3648
H -5.4276 -1.2520 1.8816
H -4.3391 2.0789 0.3909
H -3.7981 1.4452 1.9135
H -6.6889 1.7457 0.9931
H -5.8734 2.5079 2.3454
H -6.2530 0.7910 2.4232
H -4.5074 -1.0505 -1.2599
H -4.8722 0.6335 -1.3866
H -6.7581 -1.3218 0.0516
H -6.8226 -0.9715 -1.6714
H -7.1219 0.3157 -0.5186
C 4.1300 0.9482 3.4389
C 3.6822 1.8818 2.3206
N 2.6837 2.8591 2.7377
C 2.0405 3.5448 1.6190
C 2.9151 4.4317 0.7350
C 3.0471 3.7098 3.8680
C 4.3150 4.5520 3.7441
H 3.2749 0.4527 3.9067
H 4.7863 0.1729 3.0343
H 4.6913 1.4778 4.2122
H 3.2501 1.2507 1.5348
H 4.5658 2.3636 1.8838
H 1.2009 4.1392 1.9953
H 1.5773 2.7824 0.9799
H 3.1789 5.3645 1.2330
H 2.3634 4.7017 -0.1708
H 3.8321 3.9304 0.4186
H 3.1479 3.0744 4.7539
H 2.2071 4.3705 4.1078
H 5.1601 3.9849 3.3463
H 4.6092 4.9180 4.7324
H 4.1597 5.4293 3.1163